## a
{
  "formula": "C10H18Si",
  "method": "ωB97M-V with the def2-TZVPD basis set",
  "charge": 0,
  "smiles": "CCC1=CC=C[SiH2][C@@]1(C)CC",
  "elements": ["C", "C", "C", "C", "C", "C", "C", "C", "C", "C", "Si", "H", "H", "H", "H", "H", "H", "H", "H", "H", "H", "H", "H", "H", "H", "H", "H", "H", "H"],
  "positions_angstrom": [[0.5232, -1.9517, 0.6290], [1.0721, -2.7258, -0.4638], [0.0150, -0.7663, 0.6791], [-0.1756, 0.1237, -0.5934], [0.8292, -2.4900, -1.7379], [1.0700, -0.4982, 3.0818], [-1.6550, 1.8606, -1.7354], [0.9862, 1.2001, -0.5753], [-0.0813, -0.0390, 2.0985], [-1.4974, 0.9313, -0.5444], [-0.1693, -0.9871, -2.0727], [0.5363, -2.3672, 1.6419], [1.6348, -3.5648, -0.2020], [1.0619, -3.0636, -2.5859], [2.0200, -0.6646, 2.6110], [0.9140, -1.4256, 3.5516], [1.2492, 0.2581, 3.8231], [-2.3821, 2.6153, -1.6223], [-1.8306, 1.4028, -2.6615], [-0.7415, 2.4391, -1.7031], [1.9548, 0.6024, -0.6996], [1.0285, 1.9849, -1.2758], [0.9981, 1.6665, 0.3044], [0.0271, 0.9965, 2.0518], [-1.0397, -0.3657, 2.4468], [-2.3877, 0.2369, -0.5289], [-1.5615, 1.4356, 0.3742], [-1.5520, -1.4591, -2.5038], [0.5370, -0.1493, -3.1168]],
  "nbo_charge": [-0.286, -0.175, 0.115, -0.521, -0.622, -0.610, -0.614, -0.589, -0.437, -0.387, 1.143, 0.207, 0.201, 0.224, 0.210, 0.202, 0.209, 0.213, 0.210, 0.201, 0.210, 0.213, 0.193, 0.207, 0.218, 0.200, 0.200, -0.165, -0.173]
}

=====

## b
{
  "formula": "C10H18Si",
  "method": "ωB97M-V with the def2-TZVPD basis set",
  "charge": 0,
  "smiles": "C=CC[Si](C)(C)C1=CC1(C)C",
  "elements": ["C", "C", "C", "C", "C", "C", "C", "C", "C", "C", "Si", "H", "H", "H", "H", "H", "H", "H", "H", "H", "H", "H", "H", "H", "H", "H", "H", "H", "H"],
  "positions_angstrom": [[1.2675, 1.6314, 0.5058], [0.5774, 0.6663, -0.0372], [0.0455, -0.3340, 3.0341], [-0.3648, -1.4357, 2.4466], [0.3085, 2.0876, -0.5415], [-1.0841, 2.6768, -0.3129], [0.7304, 2.5649, -1.9407], [1.7211, -2.5503, 0.0177], [-0.6164, -1.8183, -2.0587], [-1.1280, -1.4870, 1.2513], [0.1367, -1.3734, -0.3531], [1.9720, 2.1536, 1.1397], [0.6422, -0.2529, 3.9441], [-0.2815, 0.6036, 2.6393], [-0.3140, -2.4746, 2.9369], [-1.0979, 3.7377, -0.0977], [-1.6952, 2.1303, 0.5353], [-1.5455, 2.3147, -1.2676], [0.6324, 3.6764, -1.9281], [-0.1473, 2.2768, -2.6556], [1.7274, 2.1445, -2.3144], [1.7508, -2.7151, 1.0946], [1.7244, -3.4598, -0.5024], [2.5011, -1.8502, -0.2523], [-0.2361, -2.8595, -2.3138], [-1.7182, -1.7778, -2.0749], [-0.3059, -1.1091, -2.8250], [-1.7885, -0.6397, 1.0413], [-1.6408, -2.4276, 1.1622]],
  "nbo_charge": [-0.205, -0.312, -0.414, -0.204, -0.119, -0.626, -0.629, -1.048, -1.121, -0.816, 1.523, 0.227, 0.201, 0.192, 0.203, 0.212, 0.200, 0.205, 0.211, 0.193, 0.217, 0.240, 0.228, 0.236, 0.247, 0.249, 0.251, 0.233, 0.226]
}

=====

Winner for stability: a